# 1
The following is a quantum chemistry calculation of C7H10 in the gas phase, from the Open Molecules 2025 dataset.

Last column: Löwdin charge in e.
Geometry (Å):
C  0.457  0.979  -1.656  -0.038
C  0.121  0.385  -0.307  -0.448
C  1.241  0.410  0.708  -0.041
C  -0.221  -1.553  1.019  -0.076
C  -1.386  -0.903  1.026  -0.081
C  -1.331  0.350  0.171  -0.120
C  0.770  -0.905  0.112  -0.214
H  0.499  2.072  -1.601  0.082
H  1.441  0.624  -1.982  0.082
H  -0.278  0.694  -2.419  0.081
H  2.135  0.938  0.391  0.102
H  1.061  0.488  1.765  0.103
H  0.026  -2.399  1.650  0.103
H  -2.252  -1.200  1.617  0.099
H  -1.578  1.233  0.775  0.117
H  -2.032  0.313  -0.681  0.114
H  1.327  -1.523  -0.589  0.137

Summary:
LUMO level = 1.1516 eV
SMILES = C[C@@]12CC=C[C@@H]1C2
maximum force = 0.4 eV/A
frontier orbital gap = 0.370 Eh
multiplicity = 1
net charge = 0
ΔE to the lowest compared entry with this formula, charge and spin = 27.2 kcal per mole

---

# 2
The following is a quantum chemistry calculation of 2 unconnected molecules or ions with the total composition C4H7Cl2O4P in a non-equilibrium geometry, from the Open Molecules 2025 dataset.

Last column: Löwdin charge in e.
Geometry (Å):
C  -0.383  0.806  0.574  -0.631
C  0.245  2.062  -1.268  -0.009
C  -2.377  -2.271  0.146  -0.035
C  -0.869  -0.548  0.958  -0.509
O  0.062  1.596  1.369  0.083
O  4.209  -0.130  -1.403  -0.546
O  -0.488  0.927  -0.692  0.014
O  -1.678  -1.039  -0.031  -0.185
P  4.241  -0.319  0.015  0.461
Cl  0.733  -1.590  1.066  0.529
Cl  3.427  1.417  0.784  0.142
H  1.236  1.894  -1.541  0.042
H  0.549  2.882  -0.493  0.120
H  -0.333  2.540  -2.135  0.120
H  -3.073  -2.061  0.878  0.063
H  -1.535  -2.971  0.527  0.103
H  -2.781  -2.539  -0.803  0.089
H  -1.186  -0.655  2.050  0.148

Summary:
LUMO level = -0.7969 eV
SMILES = COC(=O)[C@H](Cl)OC.O=PCl
maximum force = 4.2 eV/A
frontier orbital gap = 0.358 Eh
multiplicity = 1
net charge = 0
ΔE to the lowest compared entry with this formula, charge and spin = 49.8 kcal per mole

---

# 3
The following is a quantum chemistry calculation of 2 unconnected molecules or ions with the total composition C13H22N2O5 in a non-equilibrium geometry, from the Open Molecules 2025 dataset.

Last column: Löwdin charge in e.
Geometry (Å):
O  1.557  2.357  0.184  0.101
O  3.545  4.703  -1.405  0.110
O  -3.332  -1.291  -1.658  0.041
O  0.751  -1.095  -0.510  0.054
O  0.993  3.628  -1.659  0.013
C  1.842  3.198  -0.675  -0.360
C  3.200  3.816  -0.623  -0.311
C  -2.579  -1.213  -0.693  -0.489
C  0.324  -1.307  0.619  -0.474
N  0.912  -0.705  1.655  0.038
N  -1.809  -2.242  -0.288  -0.009
C  4.254  3.329  0.373  -0.004
C  -2.550  0.093  0.088  0.018
C  0.576  -0.848  3.071  -0.061
C  -1.380  3.152  -1.759  -0.069
C  0.018  2.692  -2.148  -0.209
C  -1.772  -3.525  -0.976  -0.129
C  -0.566  -4.272  -0.409  -0.149
C  -0.451  -3.708  1.008  -0.118
C  -0.881  -2.244  0.847  -0.199
H  1.634  -0.045  1.399  0.132
H  5.178  3.904  0.264  0.087
H  4.473  2.273  0.197  0.089
H  3.885  3.448  1.395  0.085
H  -1.572  0.557  -0.017  0.069
H  -3.306  0.761  -0.320  0.084
H  -2.770  -0.097  1.136  0.079
H  0.581  -1.902  3.357  0.082
H  -0.410  -0.422  3.266  0.081
H  1.313  -0.318  3.676  0.088
H  -2.126  2.449  -2.143  0.079
H  -1.582  4.142  -2.178  0.079
H  -1.471  3.201  -0.670  0.078
H  0.188  1.675  -1.776  0.113
H  0.090  2.649  -3.239  0.127
H  -1.664  -3.392  -2.053  0.129
H  -2.688  -4.075  -0.757  0.127
H  -0.724  -5.351  -0.405  0.113
H  0.327  -4.014  -0.981  0.115
H  -1.158  -4.223  1.660  0.120
H  0.564  -3.801  1.399  0.121
H  -1.412  -1.937  1.747  0.131

Summary:
LUMO level = -0.3785 eV
SMILES = CNC(=O)[C@@H]1CCCN1C(C)=O.CCOC(=O)C(C)=O
maximum force = 4.1 eV/A
frontier orbital gap = 0.323 Eh
multiplicity = 1
net charge = 0
ΔE to the lowest compared entry with this formula, charge and spin = 46.8 kcal per mole

---

# 4
The following is a quantum chemistry calculation of a molecular structure, C38H47N6O3Si3Ti in a non-equilibrium geometry, from the Open Molecules 2025 dataset.

Last column: Mulliken spin population.
Geometry (Å):
Ti  0.740  -0.648  -0.461  0.842
O  3.559  -3.074  1.817  0.002
C  2.828  -2.102  1.652  0.005
N  2.411  -1.632  0.452  -0.019
C  3.088  -2.207  -0.660  -0.002
C  4.470  -2.346  -0.771  0.005
C  5.016  -2.909  -1.912  0.001
C  4.192  -3.350  -2.945  0.003
C  2.819  -3.213  -2.842  -0.004
C  2.272  -2.634  -1.701  0.006
N  0.900  -2.352  -1.522  -0.029
C  -0.043  -3.269  -1.834  0.001
O  0.108  -4.452  -2.088  0.002
C  -1.380  -2.599  -2.051  0.010
C  -2.358  -3.250  -2.776  0.002
C  -3.384  -2.489  -3.320  0.000
C  -3.382  -1.122  -3.110  0.002
C  -2.409  -0.576  -2.285  0.008
N  -1.437  -1.299  -1.747  -0.022
C  2.401  -1.369  2.912  0.001
C  2.856  -1.877  4.125  0.001
C  2.519  -1.219  5.291  0.000
C  1.740  -0.074  5.209  0.000
C  1.345  0.359  3.958  0.001
N  1.665  -0.267  2.824  0.005
H  5.108  -2.036  0.046  0.000
H  6.090  -3.023  -1.991  0.000
H  4.622  -3.807  -3.827  0.000
H  2.165  -3.565  -3.630  -0.001
H  -2.249  -4.311  -2.956  0.000
H  -4.153  -2.953  -3.925  0.000
H  -4.138  -0.482  -3.543  0.000
H  -2.396  0.482  -2.046  0.005
H  3.453  -2.777  4.111  0.000
H  2.860  -1.589  6.251  0.000
H  1.444  0.477  6.092  0.000
H  0.737  1.250  3.859  0.000
C  -0.180  -2.987  1.399  0.002
O  -0.340  -1.622  0.970  0.056
Si  -1.666  -0.669  1.610  -0.055
C  -3.100  -1.829  1.281  0.001
C  -1.582  -0.754  3.482  0.001
C  -1.598  0.888  0.687  0.046
Si  -0.705  2.481  1.035  0.018
C  1.106  2.549  1.592  -0.002
C  -0.654  3.510  -0.574  -0.004
C  -1.451  3.650  2.329  0.002
Si  -3.397  1.448  0.549  0.020
C  -3.734  3.027  -0.417  0.000
C  -4.733  0.318  -0.220  -0.001
C  -4.174  1.700  2.257  -0.001
H  -1.067  -3.562  1.138  -0.001
H  -0.024  -3.022  2.478  0.000
H  0.683  -3.409  0.897  0.001
H  -2.987  -2.693  1.941  0.000
H  -3.156  -2.188  0.252  -0.001
H  -4.055  -1.366  1.530  0.000
H  -2.459  -1.299  3.840  0.000
H  -1.597  0.239  3.940  0.000
H  -0.694  -1.268  3.848  0.000
H  1.641  1.609  1.629  0.005
H  1.151  2.987  2.592  0.000
H  1.635  3.224  0.913  0.000
H  0.377  3.765  -0.840  0.002
H  -1.187  4.456  -0.451  -0.001
H  -1.107  2.986  -1.419  0.002
H  -1.613  3.142  3.285  0.000
H  -2.398  4.099  2.027  0.000
H  -0.740  4.465  2.501  0.000
H  -3.431  2.946  -1.465  0.000
H  -3.274  3.923  -0.005  0.000
H  -4.819  3.170  -0.394  0.000
H  -4.444  -0.686  -0.496  0.000
H  -5.149  0.800  -1.112  0.000
H  -5.545  0.225  0.508  0.000
H  -3.713  2.473  2.868  0.000
H  -4.140  0.766  2.831  0.000
H  -5.230  1.957  2.123  -0.001
C  4.243  2.128  0.226  -0.005
C  4.066  3.101  -0.734  0.009
C  3.020  2.955  -1.631  -0.006
C  2.192  1.856  -1.525  0.022
N  2.323  0.934  -0.564  -0.026
C  3.345  1.077  0.284  0.038
C  1.232  1.498  -2.605  0.018
C  0.904  2.355  -3.638  -0.006
C  0.237  1.843  -4.738  0.010
C  -0.024  0.486  -4.776  -0.004
C  0.280  -0.278  -3.664  0.036
N  0.833  0.224  -2.558  -0.002
H  5.055  2.171  0.938  -0.001
H  4.737  3.947  -0.802  0.000
H  2.873  3.667  -2.430  0.000
H  3.424  0.321  1.047  0.003
H  1.175  3.400  -3.586  0.000
H  -0.049  2.488  -5.559  0.001
H  -0.477  0.017  -5.637  0.000
H  0.080  -1.338  -3.648  0.000

Summary:
LUMO level (alpha / beta) = -0.7879 / -0.8917 eV
maximum force = 1.0 eV/A
frontier orbital gap (alpha / beta) = 0.233 / 0.234 Eh
multiplicity = 2
<S²> = 0.7542
net charge = 0
ΔE to the lowest compared entry with this formula, charge and spin = 42.3 kcal per mole

---

# 5
The following is a quantum chemistry calculation of 2 unconnected molecules or ions with the total composition C12H17N in a non-equilibrium geometry, from the Open Molecules 2025 dataset.

Last column: Löwdin charge in e.
Geometry (Å):
C  -2.917  -1.884  -0.497  -0.325
C  -1.611  -2.527  -0.098  -0.130
C  -2.790  -0.425  -0.984  -0.113
H  -3.665  -1.888  0.300  0.093
H  -3.454  -2.509  -1.222  0.094
H  -1.481  -3.574  -0.368  0.063
H  -0.651  -2.012  -0.195  0.066
H  -3.777  0.037  -0.922  0.072
H  -2.058  -0.393  -1.783  0.075
H  -1.550  -2.653  0.996  0.066
H  -2.295  0.077  -0.151  0.037
C  1.463  2.471  -1.984  -0.037
C  1.587  1.010  0.185  -0.141
C  0.948  2.010  -0.651  -0.220
C  0.719  0.714  1.246  -0.225
C  -0.260  2.211  -0.095  -0.079
C  2.822  0.369  0.037  -0.018
C  1.068  -0.230  2.198  -0.027
C  3.080  -0.656  0.931  -0.107
C  2.282  -0.889  2.051  -0.103
N  -0.446  1.407  1.023  0.064
H  3.511  0.653  -0.746  0.104
H  1.240  3.526  -2.165  0.079
H  0.964  1.979  -2.811  0.075
H  -1.064  2.846  -0.433  0.124
H  -1.083  1.784  1.708  0.151
H  0.447  -0.658  2.971  0.105
H  3.907  -1.342  0.773  0.097
H  2.548  -1.706  2.712  0.099
H  2.518  2.251  -2.027  0.061

Summary:
LUMO level = 0.9048 eV
SMILES = Cc1c[nH]c2ccccc12.CCC
maximum force = 2.5 eV/A
frontier orbital gap = 0.324 Eh
multiplicity = 1
net charge = 0
ΔE to the lowest compared entry with this formula, charge and spin = 26.3 kcal per mole

---

# 6
The following is a quantum chemistry calculation of a molecular structure, C35H49GaN6SSbSi3, from the Open Molecules 2025 dataset.

Last column: Löwdin charge in e.
Geometry (Å):
Ga  1.023  0.377  -0.082  0.252
N  4.727  0.555  2.242  0.114
C  3.749  0.586  1.327  -0.821
S  2.179  1.113  1.847  0.773
N  4.076  0.228  0.104  0.041
N  3.037  0.326  -0.755  -0.014
C  3.253  0.388  -2.020  -0.156
C  4.577  0.248  -2.656  -0.181
C  5.060  1.240  -3.506  -0.038
C  6.306  1.105  -4.098  -0.065
C  7.067  -0.030  -3.857  -0.067
C  6.587  -1.023  -3.012  -0.059
C  5.352  -0.881  -2.404  -0.023
C  2.045  0.715  -2.810  -0.174
C  2.013  0.681  -4.196  0.024
C  0.874  1.123  -4.847  -0.017
C  -0.204  1.573  -4.100  -0.034
C  -0.118  1.510  -2.724  -0.110
N  0.981  1.103  -2.093  0.056
H  4.545  0.810  3.195  0.099
H  5.655  0.295  1.955  0.118
H  4.469  2.129  -3.694  0.121
H  6.682  1.885  -4.746  0.109
H  8.036  -0.140  -4.324  0.110
H  7.181  -1.906  -2.822  0.110
H  4.984  -1.643  -1.730  0.107
H  2.875  0.329  -4.744  0.126
H  0.832  1.121  -5.928  0.123
H  -1.103  1.946  -4.568  0.120
H  -0.948  1.803  -2.095  0.112
C  -2.521  -2.396  1.973  -0.299
Sb  -0.923  -0.967  2.048  1.433
C  0.114  -1.400  0.151  -0.528
C  -0.730  -1.878  -0.999  -0.427
C  -1.473  -3.067  -0.921  -0.083
C  -2.180  -3.521  -2.016  -0.044
C  -2.156  -2.783  -3.190  -0.054
C  -1.414  -1.620  -3.186  -0.132
N  -0.719  -1.181  -2.137  0.099
Si  1.370  -2.807  0.537  0.422
C  2.665  -2.367  1.814  -0.182
C  0.599  -4.370  1.250  -0.174
C  2.185  -3.233  -1.096  -0.145
C  -2.141  0.906  1.757  -0.520
C  -1.406  2.084  1.177  -0.359
C  -1.908  3.373  1.451  -0.069
C  -1.297  4.513  1.000  -0.014
C  -0.129  4.392  0.252  -0.029
C  0.318  3.128  -0.004  -0.165
N  -0.301  1.994  0.406  0.017
Si  -2.461  1.298  3.644  0.426
C  -2.955  -0.230  4.618  -0.198
C  -0.865  1.969  4.352  -0.165
C  -3.850  2.519  4.010  -0.166
Si  -3.804  0.716  0.801  0.473
C  -3.556  -0.106  -0.857  -0.148
C  -5.118  -0.197  1.777  -0.160
C  -4.575  2.378  0.369  -0.166
H  -2.076  -3.387  2.045  0.001
H  -3.120  -2.334  1.068  -0.002
H  -3.150  -2.244  2.846  -0.008
H  -1.496  -3.629  -0.004  0.066
H  -2.747  -4.441  -1.951  0.117
H  -2.693  -3.095  -4.074  0.107
H  -1.370  -0.997  -4.075  0.102
H  2.270  -1.768  2.637  0.015
H  3.518  -1.848  1.381  0.009
H  3.036  -3.304  2.236  0.042
H  0.057  -4.177  2.180  0.028
H  1.435  -5.024  1.514  0.041
H  -0.042  -4.938  0.579  0.030
H  2.626  -2.350  -1.567  0.010
H  1.466  -3.657  -1.800  0.040
H  2.981  -3.967  -0.948  0.045
H  -2.808  3.455  2.034  0.070
H  -1.712  5.484  1.236  0.125
H  0.419  5.249  -0.110  0.117
H  1.232  2.990  -0.565  0.103
H  -2.223  -1.037  4.640  0.008
H  -3.920  -0.635  4.310  0.027
H  -3.065  0.116  5.650  0.045
H  -0.029  1.286  4.189  0.008
H  -0.975  2.105  5.431  0.045
H  -0.600  2.938  3.924  0.036
H  -4.740  2.368  3.399  0.018
H  -3.556  3.566  3.934  0.037
H  -4.149  2.354  5.048  0.045
H  -3.271  -1.155  -0.801  0.012
H  -2.789  0.411  -1.440  0.023
H  -4.493  -0.043  -1.417  0.051
H  -4.878  -1.233  2.002  0.014
H  -6.018  -0.199  1.155  0.047
H  -5.380  0.304  2.709  0.025
H  -3.960  2.978  -0.303  0.037
H  -4.839  2.992  1.230  0.027
H  -5.505  2.153  -0.161  0.045

Summary:
LUMO level = -3.1835 eV
maximum force = 0.1 eV/A
frontier orbital gap = 0.261 Eh
multiplicity = 1
net charge = +1